Entry from the OMol25 dataset: C28H24Br5N7O8S2SeW as an isolated structure in a non-equilibrium geometry (ωB97M-V with the def2-TZVPD basis set).

Geometry as XYZ:
```
76
Properties=species:S:1:pos:R:3
W 0.1338 -0.6332 -0.0488
Br 3.4119 3.8438 -4.0955
C 3.0504 2.5500 -2.7929
C 4.0918 1.7947 -2.2181
Br 5.8639 2.1007 -2.7287
C 3.8251 0.8106 -1.2567
Br 5.1486 -0.2317 -0.4323
C 2.5173 0.6045 -0.8784
O 2.0741 -0.2724 0.0424
C 1.5016 1.3671 -1.4385
O 0.2905 1.0226 -0.9499
C 1.7303 2.3356 -2.3982
Br 0.2507 3.2319 -3.1056
C -1.3983 -2.2587 2.6404
O -1.5705 -1.3956 1.4911
C -2.8838 -1.1044 1.1304
C -4.0053 -1.7896 1.5371
C -5.2321 -1.3927 0.9986
Br -6.7793 -2.3174 1.5297
C -5.3299 -0.3660 0.0804
C -4.1849 0.3313 -0.3115
C -2.9899 -0.0553 0.2523
O -1.7720 0.5404 -0.0952
C -4.2330 1.3473 -1.3720
N -4.9861 1.2556 -2.4195
C -4.6634 2.3568 -3.2020
C -5.1807 2.7510 -4.4361
C -4.6889 3.9123 -4.9917
C -3.7056 4.6793 -4.3423
C -3.1762 4.2988 -3.1251
C -3.6701 3.1172 -2.5807
N -3.3648 2.4302 -1.4120
H -2.0135 -1.8804 3.4539
H -0.3501 -2.2153 2.9084
H -1.6834 -3.2755 2.3754
H -3.9629 -2.6162 2.2300
H -6.2795 -0.0957 -0.3598
H -1.8517 0.9514 -0.9870
H -5.9438 2.1618 -4.9258
H -5.0703 4.2516 -5.9449
H -3.3611 5.5934 -4.8068
H -2.4328 4.9020 -2.6192
H -2.9476 2.8616 -0.6023
C 2.1955 -0.1201 4.6366
N 2.6049 0.7813 3.5582
C 3.7675 1.5253 3.5396
C 3.7321 2.2986 2.4313
N 2.5408 2.0201 1.8059
C 1.8664 1.0842 2.4849
S 0.2759 0.4737 2.1936
H 3.0761 -0.3855 5.2146
H 1.7509 -1.0117 4.2032
H 1.4779 0.3769 5.2858
H 4.5076 1.4483 4.3163
H 4.4383 3.0109 2.0438
H 2.2123 2.4409 0.9494
C 5.3105 -3.2496 2.0913
C 3.9478 -3.1495 2.7806
C 2.8072 -3.1387 1.8149
N 1.8903 -2.2507 1.7819
N 0.9507 -2.4916 0.7622
C 1.2061 -3.6350 0.1046
N 0.4217 -4.1716 -0.8060
S 2.6412 -4.4154 0.6389
H 6.1021 -3.3032 2.8355
H 5.4886 -2.3816 1.4558
H 5.3846 -4.1463 1.4735
H 3.8784 -2.2363 3.3696
H 3.8135 -3.9896 3.4661
H -0.4779 -3.7719 -1.0243
H 0.6964 -4.9976 -1.3136
O -0.5838 -3.0495 -3.3243
Se -0.5925 -1.6526 -2.5921
O -1.2218 -1.7928 -0.9746
O 0.8973 -1.3068 -1.7881
O -1.1851 -0.3160 -3.2078
```

## Properties
- LUMO (eV) = -8.1
- largest force on an atom (Eh/bohr) = 0.0218
- energy (eV) = -495275.9988
- Kohn-Sham gap (eV) = 4.47
- energy above the lowest of the compared OMol25 structures with the same formula, charge and spin (eV) = 1.318
- total charge = +2


Entry from the OMol25 dataset: a 5-piece molecular cluster, C2H12NO4 overall in a non-equilibrium geometry (ωB97M-V with the def2-TZVPD basis set).

Geometry as XYZ:
```
19
Properties=species:S:1:pos:R:3
O -1.0589 4.0835 -0.5440
C -0.8599 3.2001 0.3087
C 0.4003 2.3549 0.1975
N 0.4506 1.4977 -0.9717
H -1.5553 3.0289 1.1700
H 1.2264 2.9760 0.0634
H 0.4587 1.6432 1.0811
H 0.4749 2.0481 -1.8651
H -2.1477 1.2489 0.1849
H -0.2940 0.8644 -1.0575
H -1.7656 0.0194 1.0821
H -1.8223 -1.3364 1.9697
O -1.1886 -0.7636 1.6017
H -0.3310 -1.6455 0.1975
H -0.1890 -2.1748 -1.2347
O 0.0957 -1.4857 -0.5817
H 2.6358 -4.6197 -1.0843
H 2.7562 -5.9349 -0.3414
O 2.7135 -5.0043 -0.1764
```

## Properties
- LUMO (eV) = -9.9
- largest force on an atom (Eh/bohr) = 0.1302
- energy (eV) = -11933.8058
- Kohn-Sham gap (eV) = 3.50
- energy above the lowest of the compared OMol25 structures with the same formula, charge and spin (eV) = 8.809
- total charge = +1


Entry from the OMol25 dataset: C31H63Br2NO22P as an isolated structure (ωB97M-V with the def2-TZVPD basis set).

Geometry as XYZ:
```
120
Properties=species:S:1:pos:R:3
C -8.6278 3.2587 -4.9202
N -7.6282 4.1922 -4.4345
C -6.6600 4.6487 -5.4402
C -5.4200 5.1491 -4.7440
Br -4.4685 6.4488 -5.9473
P -4.1700 4.0611 -4.2868
O -4.5750 2.5429 -4.8920
Br -4.9113 3.4314 -2.1417
H -9.6466 3.6353 -4.7764
H -8.5609 2.2877 -4.4191
H -8.5001 3.0728 -5.9918
H -7.1252 3.8084 -3.6474
H -7.1005 5.4588 -6.0269
H -6.4511 3.8214 -6.1454
H -3.8013 2.2181 -5.3764
C -4.2943 0.1642 -0.7004
C -3.7701 -1.2420 -0.8513
O -2.6146 -1.4840 -0.0143
C -2.8253 -1.7240 1.2702
O -3.8846 -1.8509 1.8257
O -1.6244 -1.8171 1.8653
C -1.6713 -2.0524 3.2756
H -3.5014 0.8909 -0.8718
H -5.0687 0.3494 -1.4432
H -4.7165 0.3370 0.2894
H -3.3846 -1.3945 -1.8579
H -4.5270 -2.0014 -0.6572
H -2.2738 -2.9310 3.4973
H -2.0950 -1.1907 3.7901
H -0.6386 -2.2059 3.5768
C -5.0728 9.1648 -12.8775
C -4.7899 7.7069 -12.5875
O -3.5365 7.5234 -11.9107
C -3.5629 7.8008 -10.5970
O -4.5317 8.1495 -9.9775
O -2.3422 7.6096 -10.1137
C -2.2147 7.8045 -8.6946
H -4.2519 9.6058 -13.4447
H -5.9869 9.2514 -13.4666
H -5.2040 9.7215 -11.9516
H -4.6774 7.1383 -13.5093
H -5.5856 7.2602 -11.9920
H -2.8751 7.1448 -8.1353
H -2.4219 8.8409 -8.4341
H -1.1795 7.5612 -8.4748
C -0.2659 3.7337 -4.1534
C 0.9812 3.7381 -3.2969
O 0.6756 3.4463 -1.9195
C 0.4535 2.1647 -1.6422
O 0.6161 1.2338 -2.3916
O 0.0217 2.0798 -0.3859
C -0.3722 0.7657 0.0204
H -1.0135 4.4200 -3.7562
H -0.0129 4.0458 -5.1676
H -0.7003 2.7360 -4.1972
H 1.4320 4.7281 -3.2598
H 1.7228 3.0242 -3.6556
H 0.4390 0.0491 -0.0970
H -1.2257 0.4343 -0.5623
H -0.6540 0.8519 1.0659
C 4.9531 -3.2956 6.0262
C 4.1128 -4.0253 5.0056
O 2.9990 -3.2322 4.5536
C 3.3001 -2.2853 3.6649
O 4.3877 -2.0781 3.1893
O 2.1842 -1.6246 3.3687
C 2.3439 -0.5643 2.4161
H 4.3399 -2.9693 6.8668
H 5.7354 -3.9550 6.4055
H 5.4231 -2.4180 5.5849
H 3.6491 -4.9108 5.4365
H 4.7053 -4.3278 4.1422
H 2.8151 -0.9305 1.5069
H 2.9408 0.2414 2.8397
H 1.3373 -0.2172 2.2073
C 9.2149 -5.4579 10.3439
C 7.7143 -5.4277 10.1653
O 7.3369 -5.5498 8.7806
C 7.3848 -6.7798 8.2764
O 7.6727 -7.7877 8.8695
O 7.0395 -6.7070 6.9908
C 7.0764 -7.9500 6.2820
H 9.6848 -4.6832 9.7374
H 9.4611 -5.2739 11.3902
H 9.6206 -6.4272 10.0589
H 7.2993 -4.4671 10.4631
H 7.2257 -6.2169 10.7360
H 6.4882 -8.7042 6.8002
H 8.1031 -8.2980 6.1808
H 6.6520 -7.7362 5.3062
C -6.7144 -6.1318 -5.3012
C -6.6343 -4.6489 -5.0159
O -5.9106 -4.3725 -3.8028
C -4.5843 -4.4381 -3.9026
O -3.9573 -4.6828 -4.9020
O -4.0646 -4.1581 -2.7093
C -2.6343 -4.1580 -2.6637
H -7.1523 -6.6589 -4.4529
H -7.3434 -6.3012 -6.1759
H -5.7258 -6.5412 -5.5015
H -7.6205 -4.2278 -4.8325
H -6.1683 -4.1067 -5.8378
H -2.2252 -3.4945 -3.4231
H -2.2415 -5.1623 -2.8140
H -2.3758 -3.7942 -1.6734
C 5.4678 1.9515 9.8416
C 6.3698 0.8442 10.3372
O 6.4882 -0.2226 9.3765
C 7.3130 0.0195 8.3576
O 7.9890 1.0058 8.2109
O 7.2746 -1.0256 7.5348
C 8.0780 -0.8935 6.3557
H 4.4893 1.5533 9.5725
H 5.3342 2.6937 10.6292
H 5.9006 2.4443 8.9728
H 5.9515 0.3581 11.2164
H 7.3651 1.2158 10.5787
H 9.1042 -0.6462 6.6184
H 7.6719 -0.1201 5.7061
H 8.0270 -1.8610 5.8663
```

## Properties
- LUMO (eV) = 1.5
- largest force on an atom (Eh/bohr) = 0.0177
- energy (eV) = -229080.7637
- Kohn-Sham gap (eV) = 4.98
- total charge = -1


Entry from the OMol25 dataset: a 6-piece molecular cluster, C14H33Br4NO3S3 overall in a non-equilibrium geometry (ωB97M-V with the def2-TZVPD basis set).

Geometry as XYZ:
```
58
Properties=species:S:1:pos:R:3
C 0.8949 0.2456 8.9069
C 2.2630 -0.0169 8.2792
C 3.2513 1.1055 8.5018
C 2.8198 2.3974 7.9851
N 2.4922 3.4104 7.5597
H 0.1227 -0.3233 8.3828
H 0.5832 1.2893 8.8476
H 0.8331 -0.1063 9.9383
H 2.1316 -0.2610 7.2253
H 2.6595 -0.9252 8.7404
H 4.2093 0.8721 8.0261
H 3.4558 1.1970 9.5714
C 1.9876 -7.7628 7.9615
S 3.7424 -7.4925 8.2221
O 3.8683 -6.6811 9.4523
C 4.1605 -9.1675 8.6401
H 1.6411 -7.1143 7.1605
H 1.5031 -7.4302 8.8829
H 1.7572 -8.8070 7.7760
H 4.0329 -9.8000 7.7562
H 3.5957 -9.5845 9.4725
H 5.2298 -9.2062 8.8564
C 2.0706 -3.0703 10.7466
S 1.9602 -3.9559 9.1735
O 1.1564 -3.1281 8.2386
C 3.6658 -3.6978 8.6926
H 1.1441 -2.4975 10.8097
H 2.9429 -2.4260 10.8234
H 2.0563 -3.8067 11.5514
H 4.3150 -4.1460 9.4450
H 3.8648 -2.6278 8.6187
H 3.8426 -4.1837 7.7358
C 8.3901 -6.9684 11.2150
S 8.3543 -5.4429 10.2704
O 9.3881 -5.6073 9.2237
C 6.7546 -5.7246 9.5160
H 9.4204 -7.0902 11.5410
H 8.1885 -7.8038 10.5393
H 7.6551 -6.9456 12.0166
H 6.5473 -4.9966 8.7367
H 5.9632 -5.7426 10.2678
H 6.7598 -6.7206 9.0602
Br 5.6644 -2.2545 11.5563
C 5.2760 -0.3821 11.2427
C 6.4429 0.4768 11.6178
Br 5.9610 2.3250 11.2817
H 4.4062 -0.1132 11.8353
H 5.0501 -0.2836 10.1855
H 7.3486 0.2684 11.0538
H 6.7318 0.3723 12.6617
Br 3.1302 -3.9962 14.1579
C 1.9117 -2.5594 14.5593
C 1.0970 -2.7701 15.7966
Br -0.0116 -4.3548 15.7277
H 1.2723 -2.3960 13.6937
H 2.5105 -1.6549 14.6672
H 0.4502 -1.9058 15.9472
H 1.6918 -2.8713 16.6999
```

## Properties
- LUMO (eV) = 0.2
- largest force on an atom (Eh/bohr) = 0.0198
- energy (eV) = -335358.8705
- Kohn-Sham gap (eV) = 9.08
- energy above the lowest of the compared OMol25 structures with the same formula, charge and spin (eV) = 0.000
- total charge = 0


Entry from the OMol25 dataset: C6H11NO as an isolated structure in a non-equilibrium geometry (ωB97M-V with the def2-TZVPD basis set).

Geometry as XYZ:
```
19
Properties=species:S:1:pos:R:3
C -2.0141 0.4317 0.0873
N -1.7246 -0.7748 -0.5600
C -0.6769 -1.5359 -0.0351
C 0.7012 -1.4586 -0.7554
C 1.5435 -0.3507 -0.0327
C 0.8248 1.0119 -0.2718
C 0.2667 1.9765 0.6902
O -2.3727 1.5508 -0.3498
H -1.9908 0.4290 1.2040
H -0.9088 -2.5974 -0.1788
H -0.6164 -1.3356 1.1113
H 0.4879 -1.1257 -1.7966
H 1.2774 -2.4687 -0.7265
H 1.4294 -0.5553 1.0857
H 2.6138 -0.5026 -0.1980
H 0.7222 1.4478 -1.3119
H 1.1377 2.3995 1.2326
H -0.2031 0.7889 0.5077
H -0.4972 2.6691 0.2977
```

## Properties
- LUMO (eV) = -2.1
- largest force on an atom (Eh/bohr) = 0.0839
- energy (eV) = -9930.3493
- Kohn-Sham gap (eV) = 5.42
- energy above the lowest of the compared OMol25 structures with the same formula, charge and spin (eV) = 8.105
- total charge = 0


Entry from the OMol25 dataset: a 2-piece molecular cluster, C4H9NO2 overall (ωB97M-V with the def2-TZVPD basis set).

Geometry as XYZ:
```
16
Properties=species:S:1:pos:R:3
C -1.9268 -1.0999 -0.2534
C -0.5005 -0.6417 -0.2856
C 0.2773 -0.6113 0.7882
N 1.6283 -0.1855 0.8184
C 2.2384 0.6780 -0.0348
O 1.7207 1.2638 -0.9687
H -2.0163 -2.0453 -0.8065
H -2.5932 -0.3713 -0.7358
H -2.2864 -1.2702 0.7701
H -0.0931 -0.3737 -1.2568
H -0.0675 -1.0116 1.7405
H 2.1986 -0.5584 1.5617
H 3.3077 0.8123 0.2068
O -0.9816 1.9996 -0.7313
H -0.0588 1.8887 -1.0094
H -0.9488 1.6690 0.1674
```

## Properties
- LUMO (eV) = 0.6
- SMILES = C/C=C/NC=O.O
- largest force on an atom (Eh/bohr) = 0.0096
- energy (eV) = -9878.7051
- Kohn-Sham gap (eV) = 9.54
- energy above the lowest of the compared OMol25 structures with the same formula, charge and spin (eV) = 1.356
- total charge = 0


Entry from the OMol25 dataset: a 3-piece molecular cluster, C3H10O3 overall in a non-equilibrium geometry (ωB97M-V with the def2-TZVPD basis set).

Geometry as XYZ:
```
16
Properties=species:S:1:pos:R:3
C 2.0721 0.6015 -0.8714
C 0.7161 0.7026 -0.4185
C -0.3850 0.1050 -1.0464
O -1.6434 0.5480 -1.2654
H 2.6203 0.6247 0.0263
H 2.2983 1.5563 -1.4609
H 2.4492 -0.4095 -1.3456
H 0.5030 1.0401 0.6346
H -0.2547 -1.0015 -1.2937
H -2.0382 1.2731 -0.7173
O -3.0368 -1.8732 0.6535
H -3.1750 -1.0298 1.0291
H -3.5371 -1.6870 -0.1679
O 2.4577 0.3238 2.2159
H 1.8978 -0.2028 1.6851
H 2.5974 -0.6072 2.7957
```

## Properties
- LUMO (eV) = 0.5
- SMILES = C/C=C/O.O.O
- largest force on an atom (Eh/bohr) = 0.1108
- energy (eV) = -9411.8989
- Kohn-Sham gap (eV) = 8.29
- energy above the lowest of the compared OMol25 structures with the same formula, charge and spin (eV) = 3.634
- total charge = 0


Entry from the OMol25 dataset: CH3NO4 in the gas phase in a non-equilibrium geometry (ωB97M-V with the def2-TZVPD basis set).

Geometry as XYZ:
```
9
Properties=species:S:1:pos:R:3
O -0.6721 -1.6004 -0.8797
N -0.8696 -0.5125 -0.3943
O -1.8520 0.1728 -0.5106
C 0.2968 0.0893 0.3958
O -0.0557 1.2371 0.9849
O 1.3589 0.2055 -0.4688
H 0.5746 -0.7931 1.3368
H -0.4119 1.8611 0.3343
H 1.6310 -0.6598 -0.7984
```

## Properties
- LUMO (eV) = 0.0
- SMILES = O=[N+]([O-])C(O)O
- largest force on an atom (Eh/bohr) = 0.0912
- energy (eV) = -10762.1916
- Kohn-Sham gap (eV) = 11.13
- energy above the lowest of the compared OMol25 structures with the same formula, charge and spin (eV) = 1.323
- total charge = 0


Entry from the OMol25 dataset: C12H11CoNO5S4 as an isolated structure in a non-equilibrium geometry (ωB97M-V with the def2-TZVPD basis set).

Geometry as XYZ:
```
34
Properties=species:S:1:pos:R:3
Co 0.0873 0.3346 0.1170
S 3.1944 -1.1727 2.9452
C 2.0782 -0.4444 1.9340
S 2.4983 0.0790 0.3769
S 0.4355 -0.3144 2.4031
O -6.6504 2.5562 -0.0238
C -6.3838 1.3470 0.0290
O -7.0942 0.3262 0.0771
C -4.8301 1.0297 -0.0160
C -4.4012 -0.2870 0.0765
C -3.0462 -0.5526 0.0503
N -2.1236 0.4047 -0.0637
C -2.5369 1.6738 -0.1680
C -3.8768 2.0291 -0.1441
C -1.4135 2.6995 -0.3272
O -1.6792 3.8807 -0.4334
O -0.2336 2.1723 -0.3229
H -5.1362 -1.0751 0.1636
H -2.6793 -1.5689 0.1146
H -4.1692 3.0657 -0.2242
O 0.0530 -1.6988 -0.5292
S -0.4206 -2.7906 0.3956
C 1.0550 -3.7501 0.8728
C 0.6490 -5.2053 0.7252
C -0.0336 -5.3073 -0.6402
C -1.0064 -4.1338 -0.7312
H 1.3451 -3.4685 1.8832
H 1.8362 -3.4513 0.1714
H -0.0524 -5.4779 1.5183
H 1.5129 -5.8665 0.8017
H -0.5534 -6.2583 -0.7566
H 0.7180 -5.2366 -1.4278
H -2.0083 -4.4010 -0.3958
H -1.0677 -3.6768 -1.7167
```

## Properties
- LUMO (alpha / beta) (eV) = 1.6 / -1.0
- largest force on an atom (Eh/bohr) = 0.0315
- energy (eV) = -105320.7326
- Kohn-Sham gap (alpha / beta) (eV) = 6.73 / 4.14
- <S²> = 6.012
- 2S+1 = 5
- total charge = -1


Which value of total charge does entry 1 give? +2


What is the total charge in the fifth record? 0